Record 1
Density functional theory data (the ωB97M-V functional and the def2-TZVPD basis) for a structure of composition C2H5PS.

Its total charge is 0. As for the energy above the lowest of the compared OMol25 structures with the same formula, charge and spin: 202.5 kJ/mol. For the HOMO energy, the calculation gives -8.41 eV.

Structure (XYZ):
```
9
Properties=species:S:1:pos:R:3:forces:R:3
C 1.22308 -0.45238 -0.15588 -0.59 -0.17 1.12
C 0.14854 0.49126 -0.52123 -2.50 -0.67 1.96
P -2.19928 -0.10640 -0.16859 3.78 -0.84 -1.75
S 0.98800 0.93638 1.02926 -0.20 0.29 -0.49
H 0.94252 -1.33129 0.50448 0.59 0.63 -1.81
H 2.14297 -0.37721 -0.74467 -0.28 -0.61 0.36
H 0.26271 1.25045 -1.24621 0.11 0.26 -0.97
H -2.13595 0.73187 0.88612 0.07 0.79 1.41
H -1.37258 -1.14268 0.41673 -0.98 0.31 0.17
```
Positions in Å, forces in eV/Å.

Which charges does Löwdin predict for the atoms? In e, they are: -0.498 -0.654 0.732 0.670 0.066 0.069 0.012 -0.231 -0.165

Record 2
Density functional theory data (the ωB97M-V functional and the def2-TZVPD basis) for a cluster of 7 separate species, C48H44F6N2O in total.

Its total charge is 0. For the HOMO energy, the calculation gives -8.62 eV. As for the structure (SMILES): CCCOCc1cnc2ccccc2n1.Fc1ccccc1.Fc1ccccc1.Fc1ccccc1.Fc1ccccc1.Fc1ccccc1.Fc1ccccc1.

Structure (XYZ):
```
101
Properties=species:S:1:pos:R:3:forces:R:3
C -3.20708 -1.06440 2.27406 -0.19 -0.65 1.17
C -3.29984 -2.40237 1.38535 -0.94 0.75 -0.25
C -3.48252 -2.06850 -0.18647 -0.81 -2.06 0.89
O -2.21971 -2.05299 -0.89958 -0.96 2.11 0.33
C -1.85048 -0.74161 -1.36447 1.81 0.48 -1.10
C -0.52958 -0.13122 -0.63335 0.19 0.50 0.35
C 0.10180 -0.96810 0.52034 2.01 2.38 -0.24
N 1.28763 -0.55403 1.20240 -2.92 1.67 -3.80
C 1.81336 0.68857 0.70449 0.41 0.58 0.00
C 3.14956 1.21437 1.36370 -0.36 2.64 -2.33
C 3.80324 2.53276 0.90260 -3.34 -2.48 -0.64
C 3.11895 3.36896 -0.22837 -2.40 -3.20 0.39
C 1.81197 2.84767 -0.85666 2.22 -0.45 2.08
C 1.11505 1.48910 -0.41764 1.89 1.79 -0.02
N -0.07745 1.12563 -1.13414 1.84 -4.12 4.31
H -2.13693 -0.80753 2.59611 -1.57 -0.23 -0.74
H -3.72976 -0.15852 1.81011 0.84 -1.34 0.43
H -3.77930 -1.29022 3.25720 0.98 0.52 -1.49
H -2.42596 -3.11399 1.57554 -1.10 1.07 -0.44
H -4.25611 -2.96704 1.71677 1.51 0.89 -0.62
H -4.13808 -1.14437 -0.32798 1.19 -0.98 0.14
H -4.08847 -2.95585 -0.62535 1.04 1.41 0.52
H -1.52781 -0.86856 -2.47196 -0.53 0.26 1.72
H -2.68802 0.03341 -1.37066 1.00 -1.12 0.31
H -0.36323 -1.96780 0.84361 0.75 1.87 -0.67
H 3.65088 0.57449 2.18226 -1.04 1.15 -1.52
H 4.78056 2.84842 1.39835 -1.60 -0.38 -0.88
H 3.60285 4.33849 -0.60142 -0.92 -1.71 0.64
H 1.31363 3.47370 -1.68745 0.85 -1.26 1.52
F -7.86480 -0.30790 -0.55369 0.02 0.14 -0.07
C -7.89851 -1.51223 0.03806 -0.03 -0.73 0.37
C -8.75703 -1.72262 1.10598 -0.10 0.14 0.04
C -8.79520 -2.97260 1.71586 0.26 -0.04 -0.26
C -7.96659 -3.99461 1.25760 -0.02 -0.03 0.05
C -7.10495 -3.77020 0.18762 -0.21 0.16 0.17
C -7.07453 -2.52377 -0.42940 0.10 0.09 -0.14
H -9.38821 -0.91314 1.45390 0.05 -0.03 -0.06
H -9.46881 -3.15037 2.54737 0.07 0.06 -0.08
H -7.99387 -4.96813 1.73687 0.01 0.11 -0.06
H -6.45714 -4.56585 -0.16565 -0.06 0.10 0.00
H -6.41632 -2.33407 -1.26930 -0.06 0.03 0.04
F -5.55758 -2.53357 5.35291 -0.06 -0.11 -0.12
C -5.04831 -1.67153 6.24729 0.32 0.53 0.55
C -3.67347 -1.58434 6.40207 0.07 -0.13 -0.12
C -3.14546 -0.68723 7.32494 -0.34 0.04 0.05
C -3.99878 0.10459 8.09010 0.05 0.01 0.02
C -5.37799 0.00473 7.92969 0.26 -0.13 -0.13
C -5.90630 -0.88424 6.99917 -0.17 -0.04 -0.05
H -3.02563 -2.21410 5.80312 -0.05 0.06 -0.02
H -2.07074 -0.60547 7.44856 -0.11 -0.04 -0.05
H -3.58603 0.80114 8.81307 -0.05 -0.08 -0.08
H -6.04135 0.61917 8.52930 0.05 -0.07 -0.09
H -6.97706 -0.96877 6.85465 0.07 -0.04 -0.01
F -0.63627 -1.78451 4.24287 -0.29 0.18 -0.01
C 0.35129 -2.64549 4.52554 0.74 -0.66 0.23
C 1.60810 -2.42973 3.98849 0.15 0.24 -0.09
C 2.63854 -3.31693 4.28272 -0.33 -0.19 0.22
C 2.39464 -4.41665 5.10320 0.06 -0.01 -0.02
C 1.12438 -4.62616 5.63325 0.15 0.20 -0.17
C 0.09710 -3.73237 5.34750 -0.20 0.02 0.03
H 1.77595 -1.57350 3.34571 -0.09 -0.07 -0.01
H 3.62964 -3.15293 3.87309 -0.12 0.01 0.01
H 3.19777 -5.11120 5.32897 -0.10 0.07 -0.02
H 0.93454 -5.48499 6.26848 -0.01 0.11 -0.06
H -0.89592 -3.87438 5.75841 0.03 0.01 -0.04
F 5.72879 3.35579 -2.02357 -0.12 0.14 -0.07
C 6.72176 2.49635 -1.74211 0.69 -0.59 0.19
C 7.98182 2.71380 -2.27734 -0.01 0.19 -0.11
C 9.01241 1.82708 -1.98244 -0.27 -0.16 0.18
C 8.76824 0.72650 -1.16399 0.06 -0.01 0.00
C 7.49741 0.51510 -0.63590 0.17 0.25 -0.20
C 6.46914 1.40777 -0.92153 -0.19 -0.03 0.01
H 8.15111 3.57104 -2.91910 -0.04 -0.03 0.04
H 10.00402 1.99253 -2.39006 -0.13 0.01 0.00
H 9.57178 0.03254 -0.93792 -0.09 0.08 -0.03
H 7.30779 -0.34482 -0.00194 -0.02 0.11 -0.06
H 5.47675 1.26320 -0.51201 0.06 0.00 -0.11
F -4.51953 -1.97033 -7.56808 -0.05 -0.09 -0.09
C -4.00738 -1.11581 -6.66935 0.30 0.51 0.53
C -2.63196 -1.03198 -6.51640 0.08 -0.11 -0.11
C -2.10074 -0.14225 -5.58805 -0.34 0.03 0.04
C -2.95156 0.64548 -4.81590 0.05 0.04 0.05
C -4.33128 0.54930 -4.97449 0.25 -0.14 -0.12
C -4.86276 -0.33222 -5.91040 -0.17 -0.05 -0.04
H -1.98626 -1.65889 -7.12033 -0.07 0.03 0.01
H -1.02563 -0.06296 -5.46556 -0.11 -0.04 -0.03
H -2.53622 1.33636 -4.08855 -0.03 -0.07 -0.08
H -4.99253 1.16069 -4.36929 0.04 -0.07 -0.09
H -5.93390 -0.41394 -6.05359 0.07 -0.04 -0.01
F 9.19362 3.30256 -5.90672 0.06 -0.13 0.04
C 8.63361 4.50786 -6.09413 -0.37 0.75 -0.12
C 9.42988 5.57821 -6.47204 0.18 -0.06 -0.01
C 8.84832 6.82639 -6.67102 -0.28 -0.20 0.11
C 7.47867 6.99299 -6.47955 0.02 0.06 -0.02
C 6.68927 5.91293 -6.09533 0.30 0.06 -0.06
C 7.26805 4.66210 -5.90672 -0.04 -0.19 0.07
H 10.49509 5.43172 -6.60845 -0.07 -0.04 0.00
H 9.46132 7.66848 -6.97424 -0.03 -0.11 0.04
H 7.02673 7.96823 -6.63085 0.05 -0.12 0.02
H 5.62332 6.04519 -5.94268 0.12 -0.06 -0.02
H 6.66663 3.80847 -5.61607 0.07 0.02 0.00
```
Positions in Å, forces in eV/Å.

These are the Löwdin partial charges, in e, on atoms 1 to 99: -0.112 -0.197 -0.214 -0.181 -0.158 -0.126 -0.007 0.064 -0.173 -0.009 -0.090 -0.068 -0.002 -0.170 0.113 0.054 0.080 0.065 0.109 0.105 0.118 0.116 0.130 0.128 0.116 0.101 0.097 0.094 0.099 0.060 -0.288 -0.017 -0.080 -0.095 -0.089 -0.032 0.116 0.105 0.101 0.106 0.109 0.056 -0.293 -0.022 -0.076 -0.098 -0.085 -0.020 0.100 0.106 0.100 0.104 0.115 0.048 -0.288 -0.020 -0.078 -0.099 -0.086 -0.021 0.081 0.104 0.100 0.104 0.108 0.051 -0.281 -0.016 -0.079 -0.098 -0.079 -0.020 0.109 0.106 0.100 0.105 0.086 0.062 -0.290 -0.017 -0.087 -0.110 -0.083 -0.019 0.116 0.106 0.100 0.105 0.116 0.058 -0.295 -0.020 -0.084 -0.099 -0.082 -0.023 0.116 0.104 0.101

Q: Which formula does entry 2 have?
A: C48H44F6N2O